Below is a 3-piece molecular cluster, C22H59B2N10O10P4S overall at a distorted geometry, with properties calculated with wB97M-V/def2-TZVPD.

Each line ends with the Mulliken charge.
Geometry (Å):
C  -7.551  -4.772  -4.124  -1.113
C  -7.002  -3.422  -4.713  -0.121
O  -5.571  -3.372  -4.536  -0.496
B  -4.966  -2.220  -5.045  0.751
O  -4.095  -2.294  -6.093  -0.363
N  -5.299  -0.888  -4.460  0.032
P  -6.545  0.024  -5.339  -0.166
P  -5.794  0.302  -7.387  0.926
O  -4.349  0.575  -7.372  -0.604
O  -6.576  1.525  -8.120  -0.498
O  -6.112  -1.100  -8.221  -0.476
C  -4.793  -0.281  -3.368  0.672
N  -5.282  0.931  -2.980  -0.716
C  -4.570  1.192  -1.845  -0.165
S  -4.806  2.673  -0.874  -0.173
N  -3.713  0.162  -1.620  0.659
B  -2.870  0.274  -0.376  0.294
O  -3.051  -0.728  0.606  -0.507
C  -1.788  1.406  -0.105  -0.548
C  -0.469  0.859  0.560  -0.739
N  -3.808  -0.784  -2.588  -0.037
C  -2.972  -1.967  -2.595  -1.654
C  -3.721  -3.204  -1.936  0.442
C  -2.602  -4.100  -1.275  -1.010
C  -2.960  -5.605  -1.299  0.559
O  -4.038  -6.048  -1.477  -0.465
O  -1.912  -6.476  -1.079  -0.493
H  -7.592  -5.530  -4.933  0.298
H  -6.890  -5.167  -3.325  0.248
H  -8.561  -4.582  -3.702  0.345
H  -7.214  -3.419  -5.803  0.255
H  -7.544  -2.598  -4.198  0.195
H  -4.237  -3.107  -6.607  0.351
H  -7.719  -0.762  -5.477  0.055
H  -5.976  1.967  -8.750  0.354
H  -7.023  -1.009  -8.560  0.326
H  -5.704  2.240  0.071  0.222
H  -2.394  -1.410  0.370  0.190
H  -1.594  2.038  -1.002  0.368
H  -2.258  2.095  0.640  0.334
H  -0.219  1.561  1.387  0.128
H  -0.587  -0.133  1.043  0.251
H  0.411  0.899  -0.117  0.314
H  -2.012  -1.875  -2.050  0.788
H  -2.683  -2.318  -3.613  0.288
H  -4.267  -3.813  -2.678  0.240
H  -4.416  -2.892  -1.133  0.324
H  -2.455  -3.816  -0.206  0.324
H  -1.651  -3.990  -1.850  0.442
H  -1.193  -5.995  -0.632  0.345
O  1.683  3.887  2.847  -0.803
P  2.319  3.565  4.192  1.055
N  1.283  2.222  4.549  0.136
C  0.901  1.735  5.864  -0.847
C  1.470  1.072  3.665  -1.171
N  1.716  5.007  4.957  0.187
C  0.613  4.987  5.900  -1.184
C  1.554  6.169  4.082  -1.057
N  3.295  3.231  5.633  -0.040
C  3.922  4.363  6.344  -0.980
C  4.427  2.345  5.246  -1.050
H  1.730  1.264  6.407  0.282
H  0.109  0.986  5.770  0.373
H  0.472  2.506  6.496  0.195
H  2.309  0.442  3.988  0.351
H  1.667  1.383  2.640  0.125
H  0.573  0.446  3.638  0.414
H  -0.299  4.563  5.463  0.283
H  0.385  5.996  6.252  0.434
H  0.881  4.442  6.808  0.307
H  0.628  6.119  3.501  0.300
H  2.391  6.255  3.390  0.327
H  1.537  7.091  4.670  0.338
H  4.459  5.028  5.664  0.350
H  4.630  3.995  7.092  0.372
H  3.195  4.945  6.904  0.293
H  5.118  2.856  4.568  0.391
H  4.072  1.445  4.740  0.184
H  4.981  2.014  6.126  0.429
O  3.280  0.129  1.136  -0.521
P  4.673  -0.313  0.715  0.740
N  4.662  0.525  -0.804  0.160
C  5.393  0.161  -2.007  -0.863
C  4.659  1.985  -0.688  -1.142
N  4.203  -1.974  0.477  0.231
C  4.030  -2.554  -0.841  -1.213
C  3.123  -2.456  1.337  -0.969
N  6.366  -0.777  0.482  -0.079
C  6.830  -2.069  1.027  -0.949
C  7.235  0.247  1.125  -1.047
H  6.476  0.304  -1.913  0.292
H  5.058  0.775  -2.847  0.378
H  5.210  -0.860  -2.325  0.170
H  5.671  2.384  -0.537  0.326
H  4.041  2.316  0.148  0.241
H  4.248  2.447  -1.588  0.387
H  3.280  -2.018  -1.437  0.250
H  3.722  -3.601  -0.767  0.450
H  4.978  -2.594  -1.382  0.330
H  2.137  -2.148  0.971  0.223
H  3.243  -2.087  2.356  0.261
H  3.139  -3.548  1.396  0.366
H  6.539  -2.201  2.072  0.335
H  7.920  -2.136  0.967  0.382
H  6.462  -2.911  0.449  0.270
H  7.107  0.251  2.211  0.376
H  7.003  1.250  0.762  0.235
H  8.286  0.065  0.897  0.411

Atomic forces in eV per Å
0.3 0.5 -0.3
-0.9 -1.4 0.6
-0.1 1.2 -0.7
0.2 -1.3 -0.2
-0.7 0.1 0.5
-0.5 -0.4 -1.4
-0.3 1.9 0.7
1.7 -0.7 -1.7
-0.4 -0.3 0.5
-0.4 -1.3 0.7
-0.8 1.9 0.5
-1.1 0.5 -1.3
1.8 -0.8 1.9
-1.2 -1.6 -2.1
0.1 -0.4 0.1
0.6 2.3 1.9
1.3 -0.6 2.0
0.5 0.3 -2.0
-0.5 0.0 -0.2
0.2 0.8 0.5
-0.8 1.8 0.0
-0.5 -2.7 0.2
1.1 -0.4 0.7
-0.3 -0.2 -0.5
1.4 0.0 0.6
-1.1 0.0 -0.5
-0.2 1.1 0.3
-0.1 0.4 0.6
-0.4 0.4 -0.4
0.6 -0.4 -0.4
0.0 0.3 0.6
0.7 -0.3 -0.4
0.3 0.2 0.3
0.7 -0.6 -0.1
0.0 -0.2 0.3
0.3 -0.4 -0.1
0.5 -0.3 -0.7
-0.3 0.0 0.7
0.0 -0.4 0.6
0.2 -0.5 -0.5
0.0 -0.6 -0.5
0.1 0.5 -0.5
-0.7 -0.3 0.3
-0.7 0.9 -0.3
-0.3 0.9 0.4
0.2 0.5 0.4
0.3 0.0 -0.6
0.1 -0.1 -0.7
-0.5 0.0 0.6
-0.1 -0.3 -0.4
3.8 -0.9 -1.2
-7.1 1.2 3.4
0.1 -0.8 -0.3
0.3 0.0 0.5
-0.1 0.2 -0.5
0.1 0.9 0.2
0.3 -0.3 0.5
0.2 -0.1 -0.3
2.7 0.5 -2.1
-0.1 0.4 0.3
-0.2 -0.7 0.1
0.0 0.0 0.0
0.1 0.0 -0.3
0.2 0.1 -0.1
-0.1 -0.1 0.0
0.1 0.1 0.1
0.0 0.0 0.2
-0.1 0.0 0.1
0.1 0.1 -0.3
-0.1 -0.2 -0.1
0.0 0.0 -0.1
-0.1 0.0 -0.1
0.0 -0.1 0.2
0.0 0.0 0.1
0.0 -0.3 -0.2
-0.1 0.0 -0.3
0.1 0.0 0.1
-0.2 0.1 0.0
-0.1 0.1 0.0
2.1 1.6 3.1
-3.0 -3.3 -6.6
0.2 0.8 0.0
0.5 -0.2 0.0
-0.4 0.1 0.3
-0.3 -0.9 0.3
0.6 0.0 -0.2
0.1 0.3 0.2
0.3 0.9 3.3
0.0 -0.5 0.0
0.2 0.5 -0.5
0.0 0.0 0.0
-0.1 0.2 0.2
0.1 -0.1 0.2
0.0 0.1 -0.1
0.0 -0.1 0.0
0.0 -0.1 0.0
0.0 0.0 -0.1
-0.1 0.1 0.2
-0.1 0.2 -0.1
-0.1 0.1 0.1
-0.1 0.1 -0.1
0.2 0.0 -0.2
0.1 -0.1 0.0
0.0 0.4 0.0
-0.3 0.2 0.0
0.2 -0.1 0.0
-0.1 0.0 -0.1
-0.1 -0.1 0.0

For the LUMO energy, the calculation gives -0.116 Ha. The total charge is +1. As for the HOMO energy: -9.443 eV. The calculation puts the electronic energy at -108485.641 eV. As for the gap between HOMO and LUMO: 6.29 eV. As for the molar mass: 801.36 g mol⁻¹.

***

Below is C22H59Br2NO12Si2 as an isolated structure at a distorted geometry, with properties calculated with wB97M-V/def2-TZVPD.

Each line ends with the Mulliken charge.
Geometry (Å):
C  4.555  0.541  4.324  -1.361
C  3.633  -0.076  3.276  -0.020
Br  3.668  -2.015  3.296  -0.098
C  2.203  0.434  3.328  -0.249
Br  2.244  2.395  3.235  -0.156
Si  1.166  -0.215  4.777  0.648
C  -0.210  1.039  5.106  -0.732
O  -1.073  0.645  6.172  -0.435
C  -2.068  -0.191  5.759  -0.394
O  -3.040  0.524  5.028  -0.347
C  -4.170  -0.246  4.778  -0.568
C  -4.309  -0.632  3.269  -0.175
O  -3.087  -0.377  2.597  -0.499
O  2.030  -0.373  6.213  -0.216
Si  2.294  -1.841  6.898  0.389
O  1.062  -2.990  6.536  -0.412
C  1.458  -3.912  5.761  0.725
N  1.730  -4.822  5.077  -0.542
H  4.997  1.414  3.872  0.426
H  5.367  -0.121  4.576  0.411
H  4.015  0.889  5.187  0.310
H  4.030  0.224  2.322  0.378
H  1.690  0.123  2.429  0.426
H  0.528  -1.459  4.318  -0.090
H  0.284  1.946  5.421  0.352
H  -0.740  1.291  4.193  0.416
H  -1.705  -1.013  5.135  0.324
H  -2.528  -0.607  6.647  0.328
H  -4.175  -1.174  5.341  0.349
H  -5.061  0.290  5.074  0.399
H  -5.104  -0.048  2.829  0.065
H  -4.547  -1.675  3.175  0.304
H  -3.089  0.557  2.409  0.291
H  3.564  -2.447  6.482  -0.086
H  2.299  -1.718  8.360  -0.192
C  1.562  2.461  -1.465  -1.030
C  2.181  1.774  -0.264  0.136
O  1.554  0.516  -0.001  -0.446
H  0.495  2.618  -1.308  0.318
H  2.035  3.427  -1.656  0.375
H  1.668  1.839  -2.356  0.097
H  2.059  2.368  0.639  0.077
H  3.254  1.611  -0.424  0.257
H  1.662  -0.037  -0.781  0.237
C  0.524  1.861  -6.055  -1.081
C  0.168  0.954  -4.895  -0.090
O  -0.790  1.563  -4.035  -0.500
H  0.920  2.809  -5.686  0.133
H  1.270  1.397  -6.703  0.402
H  -0.362  2.093  -6.650  0.269
H  1.048  0.745  -4.292  0.231
H  -0.236  0.002  -5.263  0.310
H  -1.583  1.751  -4.545  0.291
C  -1.538  6.340  -7.893  -1.219
C  -1.142  4.939  -7.462  0.103
O  -2.280  4.205  -6.998  -0.543
H  -2.001  6.876  -7.063  0.292
H  -0.671  6.905  -8.238  0.328
H  -2.270  6.302  -8.703  0.387
H  -0.428  4.983  -6.643  0.108
H  -0.680  4.395  -8.289  0.253
H  -2.908  4.155  -7.722  0.303
C  3.682  6.134  -7.078  -1.215
C  2.278  5.569  -6.958  0.028
O  2.056  4.562  -7.948  -0.484
H  3.835  6.559  -8.070  0.297
H  3.860  6.909  -6.332  0.348
H  4.427  5.346  -6.943  0.351
H  1.535  6.349  -7.113  0.213
H  2.119  5.134  -5.965  0.175
H  2.705  3.870  -7.801  0.290
C  2.814  -9.044  4.898  -0.974
C  3.754  -8.560  5.988  -0.241
O  4.144  -7.208  5.777  -0.481
H  3.289  -8.954  3.921  0.253
H  2.531  -10.086  5.056  0.324
H  1.907  -8.437  4.875  0.317
H  4.666  -9.155  5.997  0.281
H  3.277  -8.651  6.971  0.245
H  3.345  -6.671  5.777  0.275
C  -8.557  -1.595  0.437  -1.111
C  -7.715  -1.409  1.685  -0.143
O  -7.132  -0.107  1.734  -0.503
H  -7.951  -1.439  -0.455  0.303
H  -8.986  -2.597  0.399  0.326
H  -9.372  -0.868  0.409  0.326
H  -6.892  -2.122  1.700  0.266
H  -8.323  -1.565  2.583  0.267
H  -7.848  0.533  1.734  0.275
C  0.146  -3.410  -4.338  -1.055
C  0.968  -2.854  -3.190  -0.213
O  1.363  -1.505  -3.438  -0.478
H  0.715  -3.366  -5.268  0.258
H  -0.141  -4.445  -4.150  0.368
H  -0.762  -2.820  -4.483  0.300
H  1.881  -3.431  -3.058  0.318
H  0.398  -2.896  -2.256  0.254
H  0.564  -0.980  -3.545  0.272

Atomic forces in eV per Å
-0.1 -0.1 -0.4
0.3 0.9 0.0
-0.2 -0.1 0.1
0.1 -0.5 0.6
-0.1 -0.1 0.3
-0.7 1.1 -0.2
0.8 -0.2 0.1
0.3 0.2 -0.1
-0.5 -0.4 -0.1
0.2 0.5 0.4
-0.7 -0.8 -0.9
0.6 1.0 0.6
-0.1 -0.7 -0.3
-0.5 -1.2 -0.6
0.6 0.6 0.9
0.4 1.2 0.4
0.0 -2.9 -1.8
-0.2 1.5 1.1
0.2 0.4 -0.1
0.1 -0.3 0.3
-0.1 -0.2 0.5
0.2 -0.3 -0.6
-0.2 0.0 -0.4
0.3 -0.3 0.2
0.0 0.4 0.2
-0.3 0.0 -0.2
0.2 -0.1 -0.2
-0.1 -0.1 0.4
0.2 -0.2 0.4
-0.2 0.4 0.2
-0.3 0.0 -0.2
0.0 -0.5 -0.1
0.3 0.4 -0.1
-0.1 -0.1 -0.2
-0.3 0.1 -0.1
-0.1 0.0 0.0
0.0 -0.2 -0.3
0.0 0.1 0.2
0.0 0.0 0.0
0.0 0.0 0.0
0.1 0.1 0.0
0.0 -0.1 -0.2
0.0 0.1 0.0
0.0 -0.1 -0.1
0.0 0.0 -0.1
-0.4 0.3 -0.3
0.2 -0.1 0.3
0.0 0.0 0.0
0.0 0.0 0.0
0.0 0.0 0.0
0.0 0.1 0.0
0.2 0.0 -0.1
0.0 0.1 -0.1
0.0 0.0 0.1
-0.4 0.0 -0.3
0.2 0.0 0.3
0.0 0.0 0.0
0.0 0.0 0.0
0.1 0.0 -0.1
-0.1 -0.2 0.1
0.2 0.1 0.0
-0.1 0.0 -0.1
0.0 0.1 0.0
0.4 -0.3 -0.1
-0.2 0.3 0.0
0.0 0.0 0.0
0.0 0.0 0.0
0.0 0.0 0.1
-0.1 -0.1 -0.1
0.0 0.1 0.1
0.0 -0.1 0.0
0.0 0.0 0.0
-0.2 0.3 -0.1
0.1 -0.2 0.1
0.0 0.0 0.0
0.0 0.0 0.0
0.0 0.0 0.0
0.1 0.1 0.0
0.0 -0.1 0.0
0.0 0.2 -0.1
0.1 0.0 0.0
-0.2 0.2 -0.1
0.0 -0.1 0.0
0.0 0.0 0.0
0.0 0.0 0.0
-0.1 -0.1 0.0
0.1 0.1 0.0
0.0 -0.1 0.0
0.0 0.1 0.0
0.1 0.0 0.0
-0.2 0.2 0.0
0.2 -0.2 0.2
0.0 0.0 0.0
0.0 0.0 0.0
0.0 0.0 0.1
0.1 0.1 0.0
0.0 -0.1 0.0
-0.1 0.0 0.0

For the LUMO energy, the calculation gives 0.020 Ha. As for the HOMO energy: -9.552 eV. The calculation puts the electronic energy at -205670.706 eV. As for the gap between HOMO and LUMO: 10.10 eV. As for the molar mass: 745.69 g mol⁻¹.

***

Below is a 11-piece molecular cluster, C22H60BrN2O13P overall at a distorted geometry, with properties calculated with wB97M-V/def2-TZVPD.

Each line ends with the Mulliken charge.
Geometry (Å):
C  4.186  0.832  1.777  -0.475
C  3.983  -0.430  0.699  -0.406
O  2.573  -0.791  0.489  -0.353
P  1.850  -1.508  1.901  0.577
O  3.057  -1.981  2.860  -0.738
C  0.839  -0.250  2.980  -0.755
C  0.362  1.085  2.152  -0.455
C  -0.532  0.732  0.823  0.339
C  -1.067  2.055  0.007  0.150
C  -0.164  3.408  0.261  0.029
N  0.644  4.371  0.586  -0.699
C  -2.673  2.377  0.269  0.427
C  -3.098  2.265  1.872  -0.936
Br  -2.987  4.284  -0.340  -0.004
C  -3.539  1.370  -0.695  0.117
N  -4.257  0.660  -1.504  -0.569
O  0.894  -2.932  1.603  -0.315
C  0.085  -2.823  0.380  -0.302
C  -1.533  -2.724  0.727  -0.071
H  5.345  0.988  1.907  0.248
H  3.613  0.643  2.784  0.041
H  3.790  1.793  1.200  0.233
H  4.368  0.010  -0.342  0.288
H  4.695  -1.339  0.933  0.270
H  -0.030  -0.799  3.551  0.440
H  1.585  0.139  3.827  0.392
H  -0.345  1.698  2.890  0.236
H  1.331  1.732  1.929  0.165
H  -1.435  0.041  1.110  -0.247
H  0.164  0.136  0.065  0.215
H  -0.954  1.801  -1.153  0.414
H  -2.330  2.814  2.590  0.254
H  -3.337  1.165  2.208  0.293
H  -4.108  2.893  1.971  0.382
H  0.229  -3.855  -0.204  0.378
H  0.418  -1.987  -0.367  0.240
H  -2.112  -1.951  0.060  0.070
H  -1.950  -3.820  0.655  0.015
H  -1.640  -2.385  1.844  0.121
C  -0.970  -6.485  2.366  -0.742
O  -1.125  -5.214  1.760  -0.322
H  -1.953  -6.949  2.473  0.245
H  -0.339  -7.115  1.735  0.291
H  -0.516  -6.366  3.352  0.258
H  -0.237  -4.827  1.678  0.220
C  7.130  -0.905  3.846  -0.527
O  6.975  0.366  3.240  -0.399
H  6.147  -1.369  3.953  0.288
H  7.761  -1.535  3.215  0.093
H  7.584  -0.786  4.832  0.323
H  7.863  0.753  3.158  0.232
C  -0.274  7.916  1.200  -0.498
O  -0.533  6.897  2.149  -0.491
H  -0.750  8.841  1.534  0.234
H  0.804  8.072  1.117  0.243
H  -0.687  7.626  0.231  0.207
H  -0.099  6.089  1.826  0.301
C  -4.106  -4.710  -1.200  -0.534
O  -3.907  -3.323  -0.993  -0.384
H  -3.488  -5.267  -0.491  0.130
H  -5.158  -4.957  -1.036  0.288
H  -3.813  -4.973  -2.219  0.260
H  -4.467  -2.855  -1.636  0.259
C  -0.498  -4.155  -3.693  -0.583
O  -0.069  -4.744  -2.479  -0.445
H  -1.540  -3.844  -3.588  0.172
H  0.120  -3.281  -3.914  0.278
H  -0.418  -4.885  -4.502  0.299
H  0.858  -5.009  -2.603  0.274
C  -7.443  0.994  -4.354  -0.584
O  -6.320  1.718  -3.888  -0.516
H  -7.842  1.488  -5.243  0.198
H  -7.140  -0.024  -4.611  0.267
H  -8.211  0.971  -3.577  0.281
H  -5.988  1.256  -3.100  0.322
C  -4.195  3.611  -5.968  -0.645
O  -5.597  3.600  -5.773  -0.497
H  -3.971  4.125  -6.906  0.249
H  -3.716  4.141  -5.141  0.290
H  -3.824  2.585  -6.020  0.272
H  -5.765  3.138  -4.934  0.375
C  -6.772  2.806  -8.648  -0.153
O  -6.728  2.192  -9.923  -0.536
H  -5.766  3.136  -8.378  0.008
H  -7.440  3.670  -8.682  0.256
H  -7.128  2.085  -7.908  0.124
H  -7.634  1.910  -10.136  0.302
C  9.467  -3.946  3.142  -0.535
O  8.449  -3.584  4.058  -0.460
H  9.279  -3.448  2.188  0.218
H  10.438  -3.630  3.531  0.257
H  9.456  -5.028  2.993  0.261
H  8.642  -4.041  4.894  0.278
C  6.674  3.279  5.387  -0.463
O  6.699  2.073  6.129  -0.504
H  7.285  4.024  5.900  0.242
H  7.081  3.102  4.388  0.186
H  5.645  3.641  5.314  0.236
H  6.148  1.431  5.649  0.290

Atomic forces in eV per Å
0.0 -0.2 -1.6
2.3 1.5 -0.1
-1.3 -1.1 2.3
5.0 -2.7 4.0
-4.5 1.6 -3.5
-0.2 1.2 0.0
-0.7 0.1 0.8
1.1 0.0 -0.1
0.3 0.2 -1.1
5.5 5.6 2.8
-7.4 -8.8 -3.0
0.5 -1.0 0.4
-1.3 0.9 -0.2
-0.1 -1.5 0.3
-4.7 -4.0 -5.1
6.5 6.3 7.3
1.2 3.9 -1.3
-1.8 -1.3 -1.9
0.5 0.0 0.4
-2.5 -0.5 0.1
1.4 0.4 -2.0
0.6 -1.9 1.5
-1.2 -1.1 2.1
-1.9 1.7 -0.2
1.6 0.9 -1.5
-1.4 -1.2 -2.1
1.7 -1.2 -1.5
-2.2 -1.4 0.2
1.7 1.4 -0.6
-1.5 1.3 1.6
-0.2 0.9 2.5
-1.4 -1.3 -1.9
0.8 2.2 -0.8
2.2 -1.5 -0.2
-0.2 2.4 1.2
-0.4 -1.4 1.6
1.3 -1.7 1.1
0.6 2.8 0.0
0.2 -0.6 -2.0
0.2 0.0 0.0
0.4 -0.3 0.1
0.1 0.1 -0.1
0.0 -0.2 0.2
0.0 -0.3 0.0
-0.4 -0.1 0.2
0.2 -0.3 0.0
0.4 0.8 -0.2
0.1 0.1 -0.1
-0.2 -0.1 0.3
0.0 -0.2 0.0
-0.5 -0.2 0.1
0.1 -0.3 0.0
0.0 -0.4 0.1
0.0 -0.2 0.0
0.0 0.2 -0.2
0.1 0.2 -0.2
-0.2 0.3 0.1
-0.1 0.0 -0.1
-0.3 0.5 -0.4
0.0 0.2 -0.1
0.0 -0.3 0.0
0.0 -0.3 0.0
0.3 -0.2 0.4
0.2 0.0 -0.1
0.5 -0.3 0.3
0.2 -0.1 0.1
-0.1 0.1 -0.2
-0.1 0.2 -0.2
-0.5 0.1 0.1
-0.1 -0.1 0.0
0.3 -0.2 0.6
0.2 0.0 0.2
-0.2 0.0 -0.1
-0.1 -0.1 -0.1
0.1 0.4 -0.3
-0.4 -0.1 0.2
-0.1 0.2 0.0
-0.1 0.0 0.1
0.3 0.0 -0.1
0.3 0.0 0.0
-0.1 0.0 -0.3
-0.1 0.0 0.0
-0.4 -0.3 -0.5
-0.2 -0.1 -0.1
0.1 0.1 0.3
0.1 0.2 0.2
0.6 0.1 0.0
0.1 -0.1 0.2
-0.1 -0.3 0.6
-0.1 0.0 0.2
0.1 -0.1 -0.2
0.2 0.0 -0.2
-0.2 0.3 -0.5
-0.1 -0.2 -0.1
-0.2 -0.4 0.0
-0.1 -0.2 0.0
0.0 0.2 -0.1
0.1 0.2 -0.1
0.4 0.3 0.2

For the LUMO energy, the calculation gives -0.024 Ha. As for the HOMO energy: -9.690 eV. The calculation puts the electronic energy at -132704.158 eV. As for the gap between HOMO and LUMO: 9.04 eV. The SMILES is CCOP(=O)(CCC[C@H](C#N)[C@@](C)(Br)C#N)OCC.CO.CO.CO.CO.CO.CO.CO.CO.CO.CO. As for the molar mass: 671.60 g mol⁻¹.